# 1
Here is a structure of composition C10H14BClN6Zr in a non-equilibrium geometry from the Open Molecules 2025 dataset. Energies are from ωB97M-V/def2-TZVPD.

Values from the calculation:
- maximum force (eV Å⁻¹) = 3.6
- E_HOMO (spin up / spin down) (eV) = -15.9 / -15.9
- relative energy (zero: lowest compared OMol25 entry of this formula, charge and spin) (kcal/mol) = 139.3
- charge = +2

CARTESIAN COORDINATES (ANGSTROEM)
H -0.353 2.835 0.764
N 0.096 1.602 -0.892
B 0.671 0.684 -3.191
N 0.607 1.849 -2.162
C 0.936 3.144 -2.253
Zr -0.964 -0.439 -0.079
H 1.369 3.519 -3.164
C 0.588 3.778 -1.065
H 0.702 4.811 -0.814
C 0.037 2.784 -0.244
H 1.100 1.028 -4.254
C -1.094 -2.610 0.304
H -1.443 -2.743 1.340
H -0.143 -3.140 0.200
H -1.839 -3.091 -0.347
N -0.763 0.063 -3.233
N 1.524 -0.387 -2.478
N -1.414 -0.394 -2.073
N 1.128 -0.927 -1.260
C -1.578 -0.070 -4.283
C 2.708 -0.902 -2.856
H -1.258 0.246 -5.268
H 3.188 -0.554 -3.764
C -2.787 -0.613 -3.854
C 3.079 -1.854 -1.911
C -2.653 -0.826 -2.485
C 2.057 -1.850 -0.940
H -3.650 -0.850 -4.445
H 3.960 -2.468 -1.920
H -3.354 -1.231 -1.776
H 1.955 -2.438 -0.030
H -1.717 1.246 0.015
Cl 0.201 -0.189 2.075


# 2
Here is a structure of composition C10H14BCuN7O2 in a non-equilibrium geometry from the Open Molecules 2025 dataset. Energies are from ωB97M-V/def2-TZVPD.

Values from the calculation:
- maximum force (eV Å⁻¹) = 6.2
- E_HOMO (spin up / spin down) (eV) = -8.8 / -8.8
- relative energy (zero: lowest compared OMol25 entry of this formula, charge and spin) (kcal/mol) = 92.4
- charge = 0
- spin multiplicity = 2
- <S²> = 0.766

CARTESIAN COORDINATES (ANGSTROEM)
H -1.574 -1.366 2.882
N -0.460 -1.035 1.101
B 0.957 -1.311 -0.971
N 0.206 -1.882 0.247
C 0.112 -3.151 0.694
Cu -0.481 1.081 0.765
H 0.601 -3.944 0.145
C -0.633 -3.133 1.863
H -0.897 -3.973 2.480
C -0.973 -1.790 2.089
H 1.592 -2.119 -1.569
C -0.594 2.815 0.684
H -1.248 3.065 1.490
H -1.184 3.144 -0.236
H 0.304 3.377 0.661
N 1.838 -0.164 -0.374
N -0.107 -0.590 -1.837
N 1.289 0.891 0.318
N -0.844 0.442 -1.321
C 3.186 -0.023 -0.363
C -0.491 -0.823 -3.107
H 3.775 -0.775 -0.886
H -0.003 -1.589 -3.681
C 3.492 1.127 0.359
C -1.502 0.073 -3.415
C 2.267 1.673 0.789
C -1.712 0.845 -2.264
H 4.481 1.534 0.549
H -2.013 0.168 -4.347
H 2.039 2.554 1.375
H -2.430 1.640 -2.090
H -0.007 1.366 2.197
O -3.893 0.429 2.465
N -2.686 0.503 2.262
O -2.407 0.942 1.045


# 3
Here is a structure of composition C10H14BF4Zr from the Open Molecules 2025 dataset. Energies are from ωB97M-V/def2-TZVPD.

Values from the calculation:
- maximum force (eV Å⁻¹) = 0.2
- E_HOMO (eV) = -22.6
- relative energy (zero: lowest compared OMol25 entry of this formula, charge and spin) (kcal/mol) = 0.0
- charge = +3

CARTESIAN COORDINATES (ANGSTROEM)
Zr 0.298 0.858 0.802
C -2.350 0.113 -2.547
C -1.021 0.687 -2.070
C -1.232 1.818 -1.038
C -0.117 -0.289 -1.331
C -0.654 -1.208 -0.396
C 0.157 -1.786 0.585
C 1.557 -1.528 0.647
C 2.420 -2.164 1.679
C 2.100 -0.693 -0.362
C 1.287 -0.097 -1.331
H -2.878 0.864 -3.134
H -3.008 -0.176 -1.724
H -2.189 -0.753 -3.190
H -0.468 1.103 -2.915
H -1.791 1.461 -0.132
H -1.900 2.604 -1.409
H -0.330 2.442 -0.801
H -1.721 -1.416 -0.399
H -0.287 -2.451 1.321
H 3.307 -1.573 1.905
H 2.776 -3.116 1.261
H 1.877 -2.407 2.592
H 3.165 -0.479 -0.358
H 1.732 0.585 -2.052
F 1.742 1.970 0.809
B -0.649 1.444 3.502
F 0.092 0.358 3.042
F -0.948 2.139 2.357
F -0.968 1.689 4.686


# 4
Here is a structure of composition C10H14BIN6Sn in a non-equilibrium geometry from the Open Molecules 2025 dataset. Energies are from ωB97M-V/def2-TZVPD.

Values from the calculation:
- maximum force (eV Å⁻¹) = 3.5
- E_HOMO (eV) = -16.2
- relative energy (zero: lowest compared OMol25 entry of this formula, charge and spin) (kcal/mol) = 0.0
- charge = +2

CARTESIAN COORDINATES (ANGSTROEM)
C 2.832 -1.999 0.548
N 1.811 -1.199 0.192
N 2.300 -0.125 -0.489
C 3.637 -0.216 -0.530
C 4.005 -1.389 0.123
B 1.350 0.993 -1.006
N 0.098 0.339 -1.702
N -0.625 -0.664 -1.124
C -1.692 -0.954 -1.903
C -1.659 -0.082 -2.989
C -0.534 0.728 -2.826
Sn -0.229 -1.311 0.918
N 0.767 1.609 0.293
N 0.069 0.811 1.154
C -0.525 1.586 2.085
C -0.158 2.903 1.821
C 0.641 2.886 0.684
H -1.185 1.162 2.829
H 1.111 3.691 0.131
H -0.453 3.762 2.394
H 1.894 1.781 -1.735
H -0.110 1.533 -3.426
H 4.232 0.554 -1.015
H -2.364 -0.051 -3.809
H 4.996 -1.760 0.277
H -2.394 -1.736 -1.625
H 2.651 -2.923 1.077
H -3.514 -0.564 1.427
C -4.112 -1.465 1.255
H -4.893 -1.276 0.499
H -3.481 -2.286 0.905
H -4.578 -1.804 2.196
I 0.112 -2.535 3.371


E per entry: -33997.863, -70433.410, -23398.216, -34131.304 eV